Record 1
DFT (the ωB97M-V functional and the def2-TZVPD basis) results for a cluster of 2 separate species, C6H8N2O3 in total in a non-equilibrium geometry.

XYZ file:
```
19
Properties=species:S:1:pos:R:3:forces:R:3
C -1.715 0.176 -2.048 -0.1028 0.7226 -1.4264
C -1.313 -0.655 -1.081 0.6595 -2.9036 -1.1215
C -0.752 -0.336 0.156 0.6711 1.2369 1.3042
C 0.587 1.434 2.120 0.5510 3.3765 -0.5334
C 1.159 -2.369 -1.068 -0.7915 -1.0788 1.5764
C -0.592 1.904 1.287 -1.1208 0.8346 0.0486
N -2.164 0.850 -2.881 0.0238 0.1055 -0.1322
N 0.563 -1.551 -2.002 -0.6629 3.0337 -1.7786
O -0.093 -1.007 0.936 -0.1632 0.1923 -0.0256
O 1.141 -1.023 -2.919 -0.9005 -0.9813 1.3081
O -1.143 0.924 0.354 -0.4505 0.3873 1.0548
H 1.396 1.468 1.418 1.0203 -0.8784 0.0734
H 0.865 2.186 2.927 -0.6534 -0.6280 -1.0493
H 0.382 0.532 2.589 -0.0402 -1.6436 0.5376
H 0.382 -3.209 -1.045 1.4698 0.6681 0.6065
H 2.235 -2.588 -1.102 -0.4331 -0.1035 -0.6389
H 0.900 -1.699 -0.145 0.4129 -1.5571 -0.5899
H -0.485 2.704 0.496 0.7532 -0.2946 1.5458
H -1.354 2.260 2.008 -0.2428 -0.4886 -0.7595
```
Positions in Å, forces in eV/Å.

Results
E_tot in eV: -15466.5414
HOMO-LUMO gap in hartree: 0.26047
Energy above the lowest of the compared OMol25 structures with the same formula, charge and spin in kcal/mol: 193.6
HOMO energy in eV: -9.01
Maximum force in eV/A: 3.58

Record 2
DFT (the ωB97M-V functional and the def2-TZVPD basis) results for an isolated molecule of C6H8N2OS in a non-equilibrium geometry.

XYZ file:
```
18
Properties=species:S:1:pos:R:3:forces:R:3
C 0.407 2.564 1.451 0.5110 0.3869 -0.4364
C 0.063 2.289 -0.005 -0.5956 -0.0251 0.2736
O 0.284 0.897 -0.324 -0.1407 -0.3108 -0.0265
C -0.660 -0.009 -0.080 -0.0615 0.3898 0.0082
S -2.150 0.261 0.547 0.2426 -0.0187 -0.0836
N -0.198 -1.261 -0.460 0.4944 -0.1386 -0.2574
C -0.876 -2.471 -0.370 -1.0144 0.2805 0.5436
C -0.026 -3.405 -0.840 -0.1320 -0.6327 -0.1877
N 1.167 -2.830 -1.248 0.1658 0.0879 -0.0179
C 1.051 -1.564 -1.016 -0.2555 0.2175 0.1215
H 1.453 2.277 1.650 -0.3724 0.0965 -0.0431
H -0.247 2.015 2.115 -0.1538 0.0029 0.1471
H 0.314 3.650 1.624 -0.0334 -0.4462 0.0793
H 0.724 2.820 -0.681 0.0521 0.0162 -0.0566
H -0.988 2.542 -0.236 0.4916 -0.1237 0.1204
H -1.901 -2.503 0.033 0.9116 -0.0326 -0.3520
H -0.205 -4.477 -0.939 0.1213 0.5016 0.0676
H 1.787 -0.794 -1.221 -0.2311 -0.2515 0.0998
```
Positions in Å, forces in eV/Å.

Results
SMILES: CCOC(=S)n1ccnc1
E_tot in eV: -22214.3384
HOMO-LUMO gap in hartree: 0.34030
Energy above the lowest of the compared OMol25 structures with the same formula, charge and spin in kcal/mol: 14.6
HOMO energy in eV: -9.26
Maximum force in eV/A: 1.18

Record 3
DFT (the ωB97M-V functional and the def2-TZVPD basis) results for an isolated molecule of C6H8N2S in a non-equilibrium geometry.

XYZ file:
```
17
Properties=species:S:1:pos:R:3:forces:R:3
C 1.684 0.114 -1.965 0.5327 1.3701 -0.2469
C 1.026 0.498 -0.691 0.7156 1.7379 0.6782
S 1.357 2.000 -0.075 -0.3365 -0.7893 -0.2413
C 0.249 -0.521 0.003 -1.0866 0.3279 -1.0604
C 0.260 -0.628 1.465 -2.1216 -1.4665 -0.5004
C -1.083 -0.224 0.808 3.2261 2.5153 1.2899
N -1.514 1.137 1.060 -2.0658 -0.0504 -0.4216
C -2.164 -1.111 0.789 -0.6587 -0.7467 -0.4301
N -3.142 -1.705 0.759 -0.2986 -0.4377 0.0412
H 2.502 0.822 -2.202 -0.4783 -0.5025 0.1501
H 1.013 0.117 -2.794 -0.8899 0.2738 -0.6276
H 2.031 -0.876 -1.959 0.7478 -1.4811 0.3202
H 0.091 -1.344 -0.634 0.1634 -1.4389 -0.2446
H 0.363 -1.568 1.974 -0.0376 -0.4116 -0.1210
H 0.746 0.164 1.907 0.8692 1.7326 1.0842
H -2.552 1.239 0.805 2.4949 0.2185 0.2515
H -0.867 1.887 0.748 -0.7759 -0.8515 0.0788
```
Positions in Å, forces in eV/Å.

Results
SMILES: CC(=S)[C@H]1C[C@]1(N)C#N
E_tot in eV: -20164.9222
HOMO-LUMO gap in hartree: 0.30553
Energy above the lowest of the compared OMol25 structures with the same formula, charge and spin in kcal/mol: 48.9
HOMO energy in eV: -8.96
Maximum force in eV/A: 4.29

Record 4
DFT (the ωB97M-V functional and the def2-TZVPD basis) results for a cluster of 2 separate species, C6H8N2S in total in a non-equilibrium geometry.

XYZ file:
```
17
Properties=species:S:1:pos:R:3:forces:R:3
C -1.623 -1.290 -0.604 -0.0583 -0.7464 0.0664
C -2.136 0.884 0.358 -0.4374 0.3016 0.5378
C 0.982 1.702 -1.008 0.0145 -0.0027 -0.2043
C 1.116 -1.761 1.296 -0.1129 0.0616 -0.2422
C -1.676 0.091 -0.689 1.7575 0.9905 -0.5605
C 0.665 0.590 -0.080 -0.6325 -1.1935 -0.2460
N -1.462 -2.431 -0.548 0.0523 -0.1873 -0.0688
N -2.439 1.576 1.227 -0.0573 0.2112 0.2502
S 1.497 -0.891 -0.256 -0.2702 0.4355 0.2294
H 1.914 2.176 -0.685 -0.0028 0.0053 0.0304
H 1.126 1.343 -2.026 -0.0216 0.0493 -0.0224
H 0.200 2.456 -0.983 -0.0592 0.0263 -0.0178
H 0.180 -2.299 1.179 0.0833 0.0479 0.0419
H 1.056 -1.048 2.112 0.0836 0.0254 0.0626
H 1.927 -2.466 1.463 0.0368 0.0524 0.0338
H -1.684 0.524 -1.683 -0.1256 -0.0604 0.0729
H 0.357 0.846 0.926 -0.2501 -0.0169 0.0364
```
Positions in Å, forces in eV/Å.

Results
E_tot in eV: -20164.3856
HOMO-LUMO gap (spin up / spin down) in hartree: 0.27134 / 0.27149
Energy above the lowest of the compared OMol25 structures with the same formula, charge and spin in kcal/mol: 61.2
HOMO energy (spin up / spin down) in eV: -8.37 / -8.37
Maximum force in eV/A: 2.09

Record 5
DFT (the ωB97M-V functional and the def2-TZVPD basis) results for an isolated molecule of C6H8N2S2 in a non-equilibrium geometry.

XYZ file:
```
18
Properties=species:S:1:pos:R:3:forces:R:3
C -1.984 1.096 -0.315 -1.0698 0.0560 -0.8991
C -2.930 0.394 -0.944 -1.7913 0.5044 -3.0677
C -2.058 -0.750 1.098 -0.4183 -0.6029 -0.2651
C 2.663 0.174 -1.323 -1.4709 2.2352 -0.0183
C 2.478 -0.737 -0.414 -0.8089 -3.4229 1.1804
C 1.250 -0.802 0.571 0.0204 -2.1181 -2.5738
N -1.557 0.446 0.758 0.5472 -1.5816 3.0242
N 1.042 0.460 1.086 0.6999 2.4320 0.6124
S -3.212 -1.090 -0.151 0.6210 0.0522 0.7928
S -0.175 1.035 1.744 -0.9508 -0.3389 0.0090
H -1.628 2.068 -0.323 0.3902 1.8612 -1.2017
H -3.529 0.624 -1.894 1.1911 -0.0486 1.7036
H 3.510 0.197 -1.915 1.5187 -0.3437 -1.2957
H 2.003 1.061 -1.491 0.4517 -0.8398 0.6166
H 3.096 -1.719 -0.453 -0.7457 1.9408 0.3251
H 1.493 -1.540 1.366 -0.4980 0.1042 -0.5374
H 0.300 -1.127 -0.097 1.9802 0.1774 1.6056
H -0.761 0.211 2.697 0.3333 -0.0669 -0.0109
```
Positions in Å, forces in eV/Å.

Results
E_tot in eV: -30996.8339
HOMO-LUMO gap in hartree: 0.34710
Energy above the lowest of the compared OMol25 structures with the same formula, charge and spin in kcal/mol: 129.7
HOMO energy in eV: -8.83
Maximum force in eV/A: 3.71

Record 6
DFT (the ωB97M-V functional and the def2-TZVPD basis) results for an isolated molecule of C6H8N2S2 in a non-equilibrium geometry.

XYZ file:
```
18
Properties=species:S:1:pos:R:3:forces:R:3
C -1.026 -2.872 -1.185 -3.6700 1.0139 0.3287
C -0.158 -1.908 -1.271 3.6943 -0.9608 0.6963
C -0.471 -0.530 -1.407 -2.9785 3.6058 1.7410
N -0.680 0.217 0.119 -0.0943 -3.2044 -4.4638
S -1.963 -0.388 0.946 -0.9849 0.1180 0.5030
C 0.322 0.888 0.654 2.0237 2.0067 1.6164
N 1.551 1.069 0.225 -0.9340 -0.1609 -0.7815
C 2.210 2.058 0.939 -1.1041 -0.8574 1.0562
C 1.547 2.502 2.031 -1.1504 -0.5958 -0.9370
S -0.075 1.821 2.098 1.0675 0.2316 -0.0222
H -0.880 -3.830 -0.796 0.8042 -1.4542 0.0648
H -2.123 -2.604 -1.228 1.1889 -0.3240 -0.3747
H 0.910 -2.157 -1.037 -0.9003 0.3240 -0.3366
H -1.461 -0.340 -1.921 0.7520 -0.4240 0.8980
H 0.131 0.252 -1.777 1.6381 -0.0751 -0.8616
H -2.841 0.267 0.159 -0.3688 -0.1116 0.4065
H 3.213 2.329 0.702 0.4340 0.0491 -0.3223
H 1.795 3.223 2.748 0.5826 0.8190 0.7887
```
Positions in Å, forces in eV/Å.

Results
SMILES: C=CCN(S)c1nccs1
E_tot in eV: -30999.7544
HOMO-LUMO gap in hartree: 0.31094
Energy above the lowest of the compared OMol25 structures with the same formula, charge and spin in kcal/mol: 62.4
HOMO energy in eV: -7.88
Maximum force in eV/A: 5.50

Record 7
DFT (the ωB97M-V functional and the def2-TZVPD basis) results for an isolated molecule of C6H8N2S2 in a non-equilibrium geometry.

XYZ file:
```
18
Properties=species:S:1:pos:R:3:forces:R:3
C 0.812 -0.508 1.246 0.2540 -1.0764 1.3303
C 1.068 0.409 -0.995 1.3401 1.7011 1.7219
C -0.220 -1.208 0.791 -0.7169 -2.6676 0.0187
C -0.022 -0.127 -1.453 -0.0380 -0.6164 -0.9180
C 1.401 0.616 0.482 -1.5370 -0.6811 -0.5795
C -0.904 -0.794 -0.505 -0.1605 1.8101 2.5896
N -4.654 1.157 0.934 0.6224 -2.2209 -1.8982
N -3.564 0.257 0.081 -0.7361 3.8628 3.2779
S -4.142 -0.914 -0.741 -1.7326 -2.1645 -1.4529
S -1.934 0.739 0.096 0.0776 -0.1018 -0.4428
H 1.339 -0.760 2.186 -0.5695 -0.0934 -0.5068
H 1.838 0.812 -1.579 0.5962 0.6733 -1.4200
H -0.627 -2.238 1.242 0.9921 2.7085 -0.6417
H -0.288 -0.098 -2.502 0.0911 -0.2280 -0.0013
H 1.043 1.565 0.927 0.1273 -0.1204 -0.6078
H 2.451 0.582 0.600 1.2386 0.1674 0.1867
H -1.497 -1.544 -0.934 -1.1443 -0.7480 -0.4170
H -4.270 1.875 1.560 1.2955 -0.2045 -0.2390
```
Positions in Å, forces in eV/Å.

Results
E_tot in eV: -30995.3884
HOMO-LUMO gap (spin up / spin down) in hartree: 0.28433 / 0.25323
Energy above the lowest of the compared OMol25 structures with the same formula, charge and spin in kcal/mol: 51.5
Multiplicity: 3
HOMO energy (spin up / spin down) in eV: -7.32 / -8.51
<S²>: 2.010
Maximum force in eV/A: 5.12